(1)
CH3O2S2 | ωB97M-V/def2-TZVPD

```
8
Properties=species:S:1:pos:R:3:forces:R:3:lowdin_charge:R:1
H -1.186 0.414 -0.606 3.52 -0.11 0.51 0.092
C 0.018 0.438 -0.282 -2.27 0.62 -0.39 -0.764
S -0.107 0.771 1.627 -1.20 0.25 -0.27 0.540
H 1.615 -0.487 0.575 1.96 0.27 2.24 -0.233
H 0.648 1.195 -0.801 -1.23 0.21 0.49 0.013
S 1.040 -1.016 -0.423 -1.40 -1.80 -2.53 0.562
O -0.163 2.252 1.601 0.07 0.50 0.05 -0.598
O 1.160 0.238 2.193 0.56 0.06 -0.11 -0.611
```
Forces are in eV/Å.

The calculation puts the energy above the lowest of the compared OMol25 structures with the same formula, charge and spin at 39.0 kcal per mole. The electronic energy is -986.7635 hartree. Its multiplicity is 1. The gap between HOMO and LUMO is 6.90 eV. As for the charge: -1. As for the LUMO energy: 0.132 hartree. Its HOMO energy is -0.1214 hartree.

(2)
C3H4S2 | ωB97M-V/def2-TZVPD

```
9
Properties=species:S:1:pos:R:3:forces:R:3:lowdin_charge:R:1
C -2.340 -0.713 0.287 0.88 -0.18 0.74 -0.637
H 0.333 0.909 0.534 0.36 0.38 1.54 0.068
S -3.784 -0.138 0.144 0.14 0.22 -0.56 0.661
C 0.040 -0.950 -0.263 0.44 -0.78 1.01 -0.678
C 0.883 0.307 -0.152 -1.03 -1.69 -0.69 -0.164
S 0.380 -2.483 0.074 -0.36 1.52 -0.56 0.665
H -2.023 -1.362 1.107 0.04 -0.18 -0.25 -0.043
H 1.964 0.161 -0.119 -0.24 -0.06 0.78 0.081
H 0.689 0.911 -0.981 -0.23 0.76 -2.00 0.047
```
Forces are in eV/Å.

The calculation puts the energy above the lowest of the compared OMol25 structures with the same formula, charge and spin at 99.7 kcal per mole. The electronic energy is -912.9016 hartree. Its multiplicity is 1. The gap between HOMO and LUMO (alpha / beta) is 7.40 / 7.06 eV. As for the charge: 0. As for the LUMO energy (alpha / beta): -0.014 / -0.022 hartree. Its HOMO energy (alpha / beta) is -0.2863 / -0.2819 hartree.

(3)
C6H7I | ωB97M-V/def2-TZVPD

```
14
Properties=species:S:1:pos:R:3:forces:R:3:lowdin_charge:R:1
C 1.516 0.239 -0.648 -3.61 -0.11 4.35 -0.675
H -3.037 -0.235 1.102 1.73 -0.98 -0.79 0.096
H -1.280 1.720 0.889 0.94 -0.07 0.08 0.120
C 0.424 -0.945 -0.394 0.18 0.53 -0.44 -0.131
H 1.655 0.567 -1.621 0.46 -0.01 -1.97 0.034
H 0.182 -1.106 -1.410 -0.45 -1.21 -1.22 0.077
H -2.172 -1.862 0.435 -1.07 -0.65 0.46 0.043
C -0.936 -0.293 0.212 5.79 4.24 0.87 -0.240
H 1.076 2.410 0.020 -0.38 -1.80 0.07 0.126
I 3.544 -0.177 0.094 -0.35 0.07 -0.01 0.687
H 0.946 -1.835 0.036 -1.06 0.65 -0.07 0.097
C 0.729 1.315 0.069 5.12 3.66 -1.53 -0.180
C -0.498 1.025 0.536 -5.06 -3.30 -0.09 -0.105
C -2.149 -0.822 0.680 -2.24 -1.00 0.30 0.052
```
Forces are in eV/Å.

The calculation puts the energy above the lowest of the compared OMol25 structures with the same formula, charge and spin at 2.2 kcal per mole. The electronic energy is -530.3215 hartree. Its multiplicity is 3. The gap between HOMO and LUMO (alpha / beta) is 6.30 / 7.10 eV. As for the charge: 0. As for the LUMO energy (alpha / beta): 0.020 / -0.082 hartree. Its HOMO energy (alpha / beta) is -0.2117 / -0.3430 hartree.

(4)
C41H59CaN5O5P2Si2 | ωB97M-V/def2-TZVPD

```
115
Properties=species:S:1:pos:R:3:forces:R:3:lowdin_charge:R:1
H -2.170 -3.986 1.415 -1.21 0.92 0.31 0.016
C 6.295 -0.055 3.973 1.66 -0.13 0.08 -0.018
H 2.283 -3.983 -0.313 -0.15 0.17 0.47 0.092
C -4.472 -0.761 0.703 2.15 -0.02 0.75 -0.268
H 3.764 4.916 1.458 0.63 0.53 -0.12 0.048
C -2.956 -0.402 -2.456 -0.34 0.47 -1.41 -0.135
C -1.920 -4.339 -1.505 0.80 -0.06 1.30 -0.069
C -2.991 -1.105 3.385 -0.61 0.12 -0.31 -0.275
C 4.020 -2.752 1.428 0.13 -0.90 -1.10 -0.107
C -2.540 4.654 -1.845 0.26 0.57 -1.01 -0.168
H 0.930 -5.041 -4.267 -0.95 0.45 0.03 0.136
H 3.141 -2.266 -1.416 -0.30 0.54 1.00 0.099
C 2.981 -1.523 -0.577 -1.14 -0.09 -0.87 -0.087
H -6.342 1.164 -1.395 -0.11 -0.22 0.68 0.070
C 0.947 2.504 3.029 -0.14 0.97 -0.41 -0.230
C 5.355 1.530 2.419 0.20 0.48 -0.91 -0.214
H -4.042 -1.355 3.608 0.21 0.11 0.25 0.004
O -1.759 1.743 1.766 0.68 -0.98 -0.29 -0.257
C -3.142 -3.369 1.486 2.25 -0.41 -0.44 -0.308
C 6.617 2.123 2.269 0.17 -0.51 0.57 -0.014
H -0.941 4.085 -3.290 -0.34 0.42 0.34 0.106
C 5.244 0.361 3.140 -0.27 -0.89 0.92 -0.219
H -4.023 2.873 -3.174 0.51 0.04 -0.45 0.015
N 4.261 2.129 1.816 1.73 0.79 0.07 0.152
H 6.124 -0.955 4.557 0.10 0.14 0.04 0.104
H 4.312 -3.642 0.842 0.17 0.35 -0.06 0.089
C 0.528 4.658 0.820 -0.09 1.27 0.75 -0.096
H 3.948 -3.120 2.434 -0.45 0.02 0.56 0.052
H -2.363 -1.845 3.841 0.39 -0.64 0.62 -0.023
N 4.103 -0.445 3.011 1.60 1.01 0.77 0.124
Ca -0.800 0.307 0.192 0.55 0.58 -0.16 1.023
O -0.184 -2.250 -1.572 -0.22 1.44 1.86 0.036
H -0.081 2.916 3.004 0.51 -0.35 -0.15 0.044
H 4.803 -2.033 1.426 0.78 0.41 -0.16 0.053
H -5.182 2.996 -1.911 0.29 -0.47 0.06 0.051
C -1.167 -4.946 -3.770 0.27 -0.05 0.62 -0.203
P 1.598 2.210 1.335 -1.35 1.27 -0.27 1.027
H 3.579 3.600 -0.500 0.25 -0.18 0.18 0.064
H -3.185 5.023 0.184 -0.17 0.32 0.10 0.102
H -2.835 5.612 -2.282 0.26 -0.26 0.20 0.067
C -2.511 3.063 -0.004 -0.06 1.86 -0.20 -0.276
H -2.763 -4.949 -1.815 -0.14 0.04 -0.35 0.081
C -1.225 2.581 -1.936 -0.01 1.04 -1.09 -0.228
Si -3.575 1.082 -1.508 1.39 1.38 1.22 0.604
H 2.344 -2.745 3.535 -1.57 1.13 0.22 0.051
H 1.162 -1.406 4.177 0.23 -0.18 0.03 0.033
H -2.267 -3.371 -1.133 -0.05 -0.22 0.03 0.056
C 0.009 1.902 -2.466 -0.85 -0.29 1.73 -0.663
H 2.074 -0.887 -0.857 1.22 -0.77 0.15 0.079
C -4.747 0.272 -0.224 -0.26 -0.15 -0.91 -0.201
H 0.323 -0.701 -4.854 -0.34 0.30 -0.05 0.094
H 1.630 3.169 3.568 -0.18 -0.20 0.07 0.035
N -0.966 -4.133 -2.577 0.01 0.47 -0.52 -0.078
C -2.818 4.317 -0.543 -0.51 -1.33 1.92 -0.100
C -2.304 2.852 1.426 -0.85 1.42 1.85 -0.669
H 1.612 -3.987 1.337 0.25 -0.32 0.48 0.066
H -0.277 4.076 0.353 0.44 0.41 -0.76 0.057
H 8.480 0.422 4.475 -1.01 -0.60 0.21 0.094
H 8.623 2.160 3.113 0.98 0.76 -0.78 0.075
H 2.865 4.478 2.861 -0.27 0.28 -0.54 0.058
C 1.941 3.992 0.863 -0.69 0.42 0.44 -0.674
N 0.210 -2.432 -3.777 0.00 -1.63 -1.24 -0.068
H -5.305 1.660 -3.060 -0.48 -0.11 -0.60 0.010
H -2.146 -4.786 -4.211 -0.36 0.49 -0.37 0.114
H -2.725 -0.135 3.819 -0.13 -0.04 -0.51 0.014
C 2.760 4.899 1.838 0.01 -1.62 0.31 -0.096
H -3.677 -3.643 0.592 -0.47 -0.04 -0.36 -0.012
P 1.761 -1.064 1.821 -0.35 0.87 0.50 1.010
O 0.691 2.429 -3.340 0.45 0.07 -0.76 -0.030
H -8.096 -0.077 -0.196 -1.38 0.28 -0.59 0.074
H -3.658 -0.488 -3.316 0.42 -0.11 0.25 0.042
C 7.695 1.675 3.000 -1.43 -0.87 1.20 -0.098
C -1.566 3.827 -2.424 0.83 -0.94 -1.16 -0.092
C 2.758 -2.199 0.790 -0.49 -0.70 -0.62 -0.744
H 0.920 1.555 3.488 -0.23 -1.16 0.91 0.010
C 3.181 0.081 2.311 -2.42 -0.01 -0.43 -0.373
O 0.301 0.768 -1.887 -0.28 0.26 0.60 -0.278
H 0.827 -3.075 0.100 0.71 0.21 0.15 0.064
C 2.563 3.987 -0.541 0.83 -0.11 1.70 -0.091
H 2.289 5.874 1.918 0.21 0.16 -0.12 0.065
C 1.429 -2.067 3.351 1.46 -0.72 -0.69 -0.253
H 1.846 -1.127 -4.222 0.62 -0.72 -0.02 0.086
H -3.108 -1.277 -1.860 0.11 -0.63 0.44 0.000
H -5.394 -2.280 1.980 0.55 0.38 -0.38 0.084
C -5.501 -1.488 1.220 -1.25 -1.36 0.86 -0.176
H -1.456 -4.874 -0.632 -0.34 0.48 -0.68 0.091
C 3.161 1.494 1.839 0.00 -1.78 0.48 -0.415
N -2.112 2.039 -0.932 -1.11 -2.44 -0.10 -0.210
C -6.095 0.451 -0.599 0.89 0.37 0.00 -0.106
C -4.606 2.268 -2.508 -0.58 0.12 0.30 -0.173
C 0.137 -3.216 -5.019 -0.91 0.11 0.73 -0.165
C 7.538 0.609 3.934 -0.89 0.36 -0.97 -0.082
C 1.830 -3.359 0.486 -1.16 -0.85 -0.77 -0.139
H 1.034 -3.041 -5.578 0.69 0.08 -0.23 0.109
H 3.856 -0.918 -0.578 0.74 0.87 0.10 0.057
H -1.193 -6.033 -3.548 0.29 0.49 0.40 0.122
H 0.058 4.854 1.822 0.84 -0.37 -0.44 0.087
H 2.037 3.360 -1.204 -0.94 -0.38 -1.12 0.047
C -6.813 -1.300 0.841 -0.34 -0.88 1.61 -0.129
O -2.651 3.727 2.303 0.58 -1.06 -1.53 -0.097
H 0.719 5.727 0.440 -0.68 -1.65 -0.14 0.107
C 0.790 -1.158 -3.984 0.12 1.74 0.42 -0.063
H 6.654 2.887 1.542 0.29 1.06 -0.45 0.098
H 0.557 -2.673 3.082 0.13 0.04 0.20 0.022
H -0.114 -5.338 -5.562 -0.33 0.27 -0.78 0.101
H 2.666 5.000 -0.851 -0.25 0.89 -0.73 0.070
C -0.317 -2.846 -2.594 -0.25 -2.39 -1.61 -0.473
C -0.040 -4.670 -4.716 1.74 -1.31 0.45 -0.192
C -7.089 -0.301 -0.005 -0.36 1.12 -1.26 -0.143
H -1.930 -0.351 -2.845 -0.21 0.08 0.16 0.027
H -0.675 -2.852 -5.647 -0.33 0.20 -0.09 0.123
H 0.687 -0.482 -3.118 -0.27 -0.26 -0.28 0.051
H -3.674 -3.723 2.342 -0.55 -0.27 0.72 -0.014
Si -2.724 -1.461 1.519 -0.52 0.65 -0.85 0.552
H -7.632 -1.858 1.316 0.37 0.08 -0.21 0.099
```
Forces are in eV/Å.

The calculation puts the energy above the lowest of the compared OMol25 structures with the same formula, charge and spin at 55.3 kcal per mole. The electronic energy is -4187.1277 hartree. Its multiplicity is 1. The gap between HOMO and LUMO is 3.46 eV. As for the charge: -2. As for the LUMO energy: 0.130 hartree. Its HOMO energy is 0.0026 hartree.